# 1
ORCA calculation (ωB97M-V with the def2-TZVPD basis set) on a molecular structure, C56H156F12N2O34S4Sn.

The maximum force comes out at 6.6 eV/A. The orbital gap is 6.906 eV. The HOMO energy is -0.3393 Eh. As for the spin multiplicity: 1.

The geometry in XYZ format:
```
265
C56H156F12N2O34S4Sn | the OMol25 dataset | ωB97M-V with the def2-TZVPD basis set
Sn 2.555 1.802 2.250
C 6.802 3.953 1.297
F 7.485 5.083 1.463
F 5.816 4.157 0.469
F 7.656 3.067 0.728
S 6.133 3.257 3.011
O 7.267 3.261 3.992
O 4.976 4.093 3.314
N 5.491 1.682 2.493
S 6.582 0.678 2.924
O 7.920 0.937 2.373
O 6.523 0.346 4.352
C 5.979 -0.938 1.999
F 4.743 -1.152 2.456
F 6.003 -0.785 0.638
F 6.753 -1.987 2.363
C 1.628 -2.513 0.014
F 1.387 -2.218 -1.289
F 1.322 -3.748 0.342
F 2.922 -2.245 0.414
S 0.610 -1.316 1.136
O -0.669 -1.947 1.377
O 1.354 -1.160 2.381
N 0.779 0.278 0.365
S -0.706 0.342 -0.132
O -1.012 -0.504 -1.232
O -1.729 0.437 0.947
C -0.737 2.114 -0.887
F -1.948 2.272 -1.426
F -0.491 3.049 0.062
F 0.184 2.198 -1.849
C -2.633 -5.385 1.905
C -1.151 -5.892 1.817
O -0.937 -6.988 2.670
H -2.925 -5.279 2.950
H -3.277 -6.166 1.500
H -2.799 -4.424 1.419
H -0.434 -5.108 2.060
H -0.839 -6.021 0.780
H -1.407 -7.759 2.345
C -0.880 -0.012 -4.702
C -1.987 -0.640 -5.555
O -2.746 0.340 -6.261
H -0.009 -0.636 -4.501
H -1.247 0.560 -3.850
H -0.455 0.809 -5.278
H -2.599 -1.394 -5.061
H -1.373 -1.224 -6.241
H -3.576 -0.076 -6.506
C -4.445 -1.863 1.009
C -4.038 -1.341 2.416
O -5.183 -1.380 3.258
H -5.247 -1.249 0.600
H -4.898 -2.844 1.152
H -3.674 -1.994 0.249
H -3.594 -0.348 2.482
H -3.240 -1.957 2.832
H -4.784 -1.361 4.131
C -1.236 1.754 5.429
C -1.087 1.368 3.942
O -0.464 2.371 3.223
H -1.871 1.031 5.941
H -1.621 2.758 5.610
H -0.266 1.707 5.922
H -2.041 1.253 3.427
H -0.659 0.380 3.774
H -1.106 3.046 2.991
C -2.976 5.120 -3.066
C -3.102 5.234 -1.532
O -3.430 6.593 -1.234
H -2.919 4.107 -3.464
H -2.153 5.677 -3.514
H -3.933 5.493 -3.430
H -2.189 4.997 -0.985
H -3.915 4.635 -1.124
H -2.649 7.128 -1.394
C -1.235 -6.949 6.263
C 0.207 -7.014 5.831
O 0.535 -6.126 4.838
H -1.597 -5.992 6.639
H -1.530 -7.726 6.968
H -1.888 -7.121 5.407
H 0.371 -8.023 5.452
H 0.814 -6.854 6.721
H 0.098 -6.445 4.045
C 4.257 6.846 -3.353
C 4.058 5.688 -4.281
O 5.363 5.200 -4.681
H 3.339 7.261 -2.935
H 4.816 7.664 -3.806
H 4.722 6.457 -2.447
H 3.530 6.059 -5.159
H 3.462 4.889 -3.841
H 5.636 5.843 -5.340
C -4.510 2.250 2.107
C -5.153 2.520 3.489
O -4.775 3.848 3.905
H -3.424 2.165 2.069
H -4.828 2.942 1.327
H -4.952 1.314 1.765
H -4.873 1.785 4.243
H -6.239 2.545 3.395
H -5.388 4.096 4.601
C 4.369 -4.007 -2.758
C 5.607 -4.638 -2.237
O 6.478 -4.924 -3.339
H 4.578 -3.000 -3.120
H 3.576 -3.893 -2.019
H 3.950 -4.564 -3.596
H 5.438 -5.581 -1.717
H 6.070 -3.958 -1.523
H 6.172 -5.723 -3.774
C 3.688 -0.608 6.156
C 2.395 -0.165 5.447
O 2.464 1.224 5.254
H 3.743 -1.693 6.243
H 3.730 -0.305 7.203
H 4.569 -0.188 5.670
H 1.630 -0.488 6.154
H 2.327 -0.693 4.496
H 2.214 1.569 6.114
C 1.430 5.578 -1.114
C 2.541 4.686 -0.556
O 2.353 4.539 0.861
H 1.461 6.575 -0.675
H 0.439 5.150 -0.964
H 1.600 5.725 -2.180
H 3.528 5.058 -0.829
H 2.387 3.707 -1.011
H 2.488 5.386 1.292
C -1.157 6.005 1.528
C -2.454 5.434 2.047
O -2.124 4.680 3.257
H -0.658 6.569 2.317
H -1.447 6.628 0.682
H -0.446 5.254 1.184
H -2.990 4.871 1.282
H -3.015 6.317 2.352
H -2.997 4.422 3.562
C -4.367 0.688 -2.663
C -5.651 0.434 -1.930
O -6.712 0.608 -2.823
H -4.359 1.735 -2.966
H -4.287 0.176 -3.621
H -3.483 0.498 -2.053
H -5.649 1.115 -1.079
H -5.613 -0.587 -1.550
H -7.431 0.006 -2.615
C 2.102 5.333 6.195
C 1.378 4.787 4.968
O 2.255 4.471 3.960
H 2.613 4.535 6.734
H 1.363 5.766 6.869
H 2.833 6.091 5.913
H 0.645 5.493 4.579
H 0.882 3.873 5.296
H 2.669 5.263 3.611
C 1.347 3.477 -5.781
C 0.312 3.962 -4.745
O -0.026 5.331 -5.054
H 2.340 3.925 -5.785
H 0.928 3.510 -6.787
H 1.627 2.447 -5.561
H 0.688 3.921 -3.722
H -0.663 3.477 -4.787
H -0.385 5.302 -5.943
C -0.718 -6.992 -5.576
C -0.461 -6.679 -4.120
O -0.292 -7.809 -3.313
H -1.054 -6.080 -6.067
H -1.424 -7.819 -5.662
H 0.227 -7.342 -5.992
H -1.376 -6.269 -3.692
H 0.311 -5.922 -3.980
H 0.499 -8.275 -3.592
C 2.453 -2.537 -5.758
C 1.508 -3.366 -4.882
O 0.190 -3.280 -5.370
H 2.267 -1.471 -5.890
H 2.479 -2.874 -6.794
H 3.449 -2.646 -5.330
H 1.483 -2.955 -3.873
H 1.929 -4.371 -4.889
H -0.401 -3.635 -4.702
C 3.184 -4.110 3.038
C 3.539 -4.844 4.331
O 2.595 -4.500 5.271
H 3.430 -3.049 3.097
H 2.127 -4.214 2.795
H 3.819 -4.505 2.245
H 4.478 -4.530 4.789
H 3.521 -5.917 4.142
H 1.809 -5.026 5.103
C -1.291 -2.996 4.581
C -0.732 -2.720 6.009
O -1.445 -1.623 6.548
H -2.310 -3.375 4.652
H -0.724 -3.751 4.037
H -1.254 -2.094 3.970
H 0.337 -2.510 5.981
H -0.925 -3.574 6.658
H -0.831 -1.090 7.059
C 7.148 -5.468 1.379
C 6.812 -6.412 2.550
O 5.996 -7.434 2.160
H 7.574 -6.090 0.592
H 7.763 -4.605 1.636
H 6.207 -5.064 1.004
H 6.342 -5.911 3.396
H 7.738 -6.875 2.892
H 6.474 -8.235 1.932
C -4.636 3.412 -7.289
C -3.665 3.464 -6.095
O -2.383 3.028 -6.531
H -4.416 4.140 -8.070
H -5.635 3.727 -6.986
H -4.699 2.434 -7.766
H -3.973 2.820 -5.271
H -3.618 4.483 -5.709
H -2.330 2.095 -6.311
C 2.899 0.722 -3.245
C 3.534 0.324 -1.838
O 2.946 1.115 -0.814
H 3.259 0.071 -4.042
H 3.173 1.758 -3.443
H 1.817 0.598 -3.211
H 4.617 0.445 -1.877
H 3.354 -0.748 -1.750
H 2.147 0.665 -0.531
C -7.389 5.610 1.413
C -5.943 5.847 0.906
O -5.950 6.299 -0.450
H -7.366 5.080 2.365
H -7.903 4.921 0.743
H -7.936 6.547 1.511
H -5.388 4.913 0.996
H -5.505 6.597 1.564
H -5.070 6.505 -0.771
C 2.049 -6.821 -0.877
C 3.016 -6.577 0.260
O 4.308 -7.120 -0.046
H 1.909 -7.855 -1.193
H 2.338 -6.195 -1.722
H 1.054 -6.469 -0.603
H 2.617 -6.876 1.229
H 3.187 -5.503 0.328
H 4.780 -7.046 0.787
C -1.806 -4.179 -1.576
C -2.284 -3.199 -2.699
O -2.262 -3.979 -3.876
H -1.990 -3.765 -0.584
H -0.773 -4.522 -1.626
H -2.419 -5.080 -1.579
H -1.664 -2.317 -2.863
H -3.278 -2.786 -2.526
H -3.136 -4.332 -4.053
C -6.808 4.085 -2.855
C -7.750 5.295 -3.108
O -8.193 5.751 -1.812
H -6.510 3.702 -3.830
H -7.276 3.250 -2.332
H -5.920 4.341 -2.277
H -8.652 4.987 -3.636
H -7.182 6.087 -3.597
H -7.430 5.876 -1.242
```

Löwdin population analysis, charges in e, atoms 1 to 2:
1 Sn 1.7768
2 C -0.6380

# 2
ORCA calculation (ωB97M-V with the def2-TZVPD basis set) on C7H13N in the gas phase.

The maximum force comes out at 9.9 eV/A. The orbital gap is 9.809 eV. The HOMO energy is -0.3262 Eh. Its SMILES is C[C@@H]1[C@@H]2CCN1[C@H]2C. As for the spin multiplicity: 1.

The geometry in XYZ format:
```
21
C7H13N | the OMol25 dataset | ωB97M-V with the def2-TZVPD basis set
C 0.879 0.679 -2.204
C -0.055 0.885 -1.122
C 0.180 1.038 0.490
C 1.299 -0.022 0.998
C 0.731 -1.109 0.082
N -0.613 -0.514 -0.616
C -0.993 0.102 0.578
C -1.518 -0.867 1.752
H -0.016 0.285 -2.978
H 1.395 1.525 -2.429
H 1.850 -0.138 -2.070
H -0.794 1.382 -1.481
H 0.262 2.122 0.888
H 2.557 0.174 0.835
H 0.998 -0.165 2.095
H 0.684 -2.181 0.509
H 1.362 -0.994 -0.883
H -1.940 0.808 0.542
H -1.982 -1.771 1.037
H -0.665 -1.204 2.401
H -2.556 -0.474 2.399
```

natural (NBO) population analysis, charges in e, atoms 1 to 2:
1 C -0.5930
2 C -0.0706

# 3
ORCA calculation (ωB97M-V with the def2-TZVPD basis set) on a molecular structure, C49H37BrF4N9O2PSn.

The maximum force comes out at 0.7 eV/A. The orbital gap is 7.475 eV. The HOMO energy is -0.2699 Eh. As for the spin multiplicity: 1.

The geometry in XYZ format:
```
104
C49H37BrF4N9O2PSn | the OMol25 dataset | ωB97M-V with the def2-TZVPD basis set
Sn -1.211 -0.357 0.231
O -2.670 2.744 4.734
C -1.850 1.794 5.209
C -1.275 1.999 6.465
C -0.419 1.059 7.004
C -0.118 -0.111 6.311
C -0.679 -0.318 5.065
C -1.543 0.620 4.494
C -2.039 0.367 3.119
O -1.609 -0.658 2.496
N -2.908 1.249 2.635
N -3.146 1.039 1.309
C -4.303 1.305 0.862
C -4.656 1.102 -0.551
C -5.999 1.003 -0.900
C -6.332 0.698 -2.208
C -5.316 0.521 -3.132
C -4.006 0.674 -2.700
N -3.675 0.960 -1.447
H -2.975 2.438 3.840
H -1.519 2.911 6.994
H 0.023 1.243 7.976
H 0.549 -0.849 6.740
H -0.455 -1.206 4.488
H -5.088 1.627 1.549
H -6.765 1.152 -0.149
H -7.370 0.591 -2.497
H -5.527 0.279 -4.165
H -3.179 0.563 -3.396
C 0.029 2.735 1.592
N 0.222 1.297 1.375
C 1.039 0.684 2.163
C 1.301 -0.709 2.057
C 2.123 -1.516 2.847
C 1.943 -2.825 2.386
C 1.014 -2.742 1.341
N 0.639 -1.470 1.127
C 1.147 3.583 1.029
C 1.564 3.410 -0.288
C 2.579 4.183 -0.826
C 3.196 5.155 -0.046
C 2.790 5.335 1.268
C 1.774 4.550 1.803
H -0.071 2.942 2.662
H -0.911 3.022 1.117
H 1.548 1.227 2.966
H 2.763 -1.177 3.650
H 2.425 -3.720 2.748
H 0.603 -3.551 0.749
H 1.083 2.641 -0.878
H 2.890 4.025 -1.853
H 3.993 5.761 -0.459
H 3.267 6.090 1.882
H 1.470 4.694 2.835
F 2.147 4.135 -6.124
C 2.046 3.189 -5.198
C 3.109 2.345 -4.950
F 4.232 2.475 -5.650
C 2.992 1.358 -3.989
F 4.042 0.549 -3.852
C 1.842 1.187 -3.226
P 1.675 -0.064 -1.856
C 1.652 -1.611 -2.853
C 1.866 -2.820 -2.184
C 1.859 -4.020 -2.877
C 1.614 -4.037 -4.245
C 1.354 -2.848 -4.909
C 1.367 -1.641 -4.216
C 3.364 -0.116 -1.110
C 3.576 0.746 -0.037
C 4.784 0.755 0.647
C 5.793 -0.118 0.277
C 5.593 -0.986 -0.791
C 4.392 -0.984 -1.480
C 0.768 2.038 -3.524
Br -0.918 1.881 -2.678
C 0.872 3.024 -4.489
F -0.150 3.832 -4.768
H 2.059 -2.811 -1.117
H 2.047 -4.947 -2.349
H 1.625 -4.973 -4.791
H 1.145 -2.854 -5.973
H 1.177 -0.720 -4.754
H 2.786 1.420 0.269
H 4.926 1.434 1.479
H 6.732 -0.129 0.817
H 6.382 -1.666 -1.091
H 4.268 -1.655 -2.319
N -3.432 -4.120 1.630
C -4.099 -3.423 2.611
C -4.238 -2.159 2.126
N -3.673 -2.060 0.880
C -3.195 -3.251 0.606
C -2.566 -3.623 -0.658
N -1.954 -2.795 -1.470
C -1.572 -3.542 -2.556
C -1.963 -4.838 -2.399
N -2.595 -4.882 -1.178
H -3.074 -5.054 1.720
H -4.393 -3.877 3.542
H -4.692 -1.307 2.609
H -1.039 -3.101 -3.383
H -1.840 -5.712 -3.017
H -3.051 -5.684 -0.780
```

Löwdin population analysis, charges in e, atoms 1 to 2:
1 Sn 1.2497
2 O 0.0439

# 4
ORCA calculation (ωB97M-V with the def2-TZVPD basis set) on a molecular structure, C10H36CsN12O12S.

The maximum force comes out at 10.0 eV/A. The orbital gap is 2.919 eV. The net charge is -1. The HOMO energy is -0.1308 Eh. As for the spin multiplicity: 1.

The geometry in XYZ format:
```
72
C10H36CsN12O12S | the OMol25 dataset | ωB97M-V with the def2-TZVPD basis set
Cs -0.184 -5.128 -3.128
S -0.378 0.317 -0.095
O -0.216 1.354 -1.103
O 0.945 -0.059 0.381
O -1.112 0.916 1.004
O -1.129 -0.863 -0.541
C -3.801 -3.319 3.070
O -4.495 -4.187 3.549
N -2.764 -3.543 2.442
N -4.100 -2.036 2.949
H -2.585 -4.508 2.205
H -2.491 -2.858 1.752
H -3.406 -1.390 2.602
H -4.989 -1.677 3.266
C -5.167 4.360 -0.277
O -6.185 4.966 -0.485
N -4.103 4.458 -0.961
N -4.986 3.603 0.769
H -4.031 5.145 -1.697
H -3.370 3.765 -0.913
H -5.755 3.247 1.318
H -4.128 3.078 0.853
C 4.764 0.504 -3.434
O 5.545 0.384 -4.337
N 4.564 -0.430 -2.500
N 3.896 1.444 -3.367
H 3.915 -0.338 -1.732
H 5.046 -1.297 -2.690
H 3.086 1.378 -2.768
H 3.967 2.239 -3.987
C 0.942 -0.314 5.933
O 1.139 -0.439 7.149
N 0.149 0.595 5.451
N 1.348 -1.132 5.031
H -0.251 0.603 4.523
H -0.267 1.223 6.125
H 1.779 -1.977 5.376
H 1.057 -1.002 4.072
C -0.936 3.367 -6.268
O -0.930 3.931 -7.347
N -0.639 3.919 -5.154
N -1.254 2.100 -6.100
H -0.745 4.923 -5.180
H -0.591 3.345 -4.324
H -1.707 1.546 -6.814
H -1.210 1.772 -5.146
C 4.735 -5.621 1.381
O 5.659 -5.529 0.576
N 4.503 -6.680 2.091
N 3.727 -4.772 1.570
H 3.795 -6.615 2.807
H 5.203 -7.408 2.095
H 2.963 -5.072 2.159
H 3.660 -3.942 0.998
C -6.102 -0.322 -3.787
C -6.264 -1.136 -2.475
O -5.355 -2.189 -2.324
H -6.855 0.464 -3.847
H -6.207 -0.900 -4.705
H -5.139 0.187 -3.813
H -7.275 -1.543 -2.457
H -6.224 -0.556 -1.552
H -4.545 -1.834 -1.949
C 6.753 2.830 3.306
C 6.153 2.015 2.206
O 4.887 2.567 1.927
H 6.010 3.084 4.062
H 7.000 3.811 2.902
H 7.640 2.423 3.792
H 6.033 0.989 2.553
H 6.726 1.917 1.283
H 4.283 1.848 1.726
```

Löwdin population analysis, charges in e, atoms 1 to 2:
1 Cs 0.9372
2 S 0.0222

- maximum force of number 1 (C56H156F12N2O34S4Sn)?
  6.6 eV/A